Here is an isolated molecule of C24H32N4O4S from the Open Molecules 2025 dataset. Energies are from ωB97M-V with the def2-TZVPD basis set.

largest force on an atom: 1.1 eV/Å
highest occupied orbital energy: -9.242 eV
HOMO-LUMO gap: 9.63 eV
energy relative to the best compared isomer or geometry (same formula, charge and spin): 81.7 kJ/mol

Last column: Löwdin charge in e.
Geometry (Å):
C 4.005 3.056 -2.127  -0.067
H 4.922 3.321 -2.650  0.078
H 3.443 3.969 -1.938  0.085
H 3.422 2.412 -2.779  0.070
C 4.336 2.348 -0.816  -0.428
C 5.341 3.168 -0.009  -0.079
H 5.583 2.668 0.927  0.076
H 4.931 4.149 0.222  0.080
H 6.261 3.305 -0.572  0.075
C 3.083 2.107 0.035  -0.129
C 2.015 1.268 -0.676  -0.188
N 0.901 0.942 0.212  0.145
C 0.970 0.312 1.394  -0.441
O 2.007 -0.072 1.919  0.039
C -0.388 0.085 2.056  -0.194
C -1.206 -0.870 1.167  -0.122
C -2.699 -0.830 1.491  -0.175
N -3.215 0.519 1.585  -0.228
S -3.276 1.356 0.122  0.707
O -2.032 1.304 -0.613  -0.299
O -3.790 2.658 0.422  -0.267
C -4.507 0.404 -0.755  -0.284
C -5.803 0.419 -0.276  -0.052
C -6.773 -0.316 -0.936  -0.062
C -6.434 -1.055 -2.061  -0.070
C -5.131 -1.060 -2.532  -0.063
C -4.157 -0.325 -1.875  -0.056
H -3.134 -0.300 -2.217  0.114
H -4.873 -1.634 -3.409  0.108
H -7.192 -1.626 -2.575  0.107
H -7.791 -0.313 -0.577  0.108
H -6.028 1.012 0.596  0.118
C -2.554 1.275 2.632  -0.188
C -1.067 1.438 2.328  -0.123
H -0.982 2.092 1.460  0.101
H -0.566 1.925 3.167  0.129
H -3.042 2.249 2.678  0.116
H -2.713 0.746 3.577  0.133
H -3.265 -1.351 0.715  0.120
H -2.899 -1.319 2.449  0.134
H -0.838 -1.888 1.299  0.107
H -1.082 -0.605 0.117  0.096
H -0.202 -0.408 3.016  0.153
H -0.021 1.159 -0.149  0.104
H 1.585 1.843 -1.500  0.154
C 2.570 -0.027 -1.295  -0.463
O 2.425 -0.282 -2.474  0.066
N 3.211 -0.824 -0.420  0.099
H 3.113 -0.600 0.570  0.105
C 3.484 -2.214 -0.738  -0.113
C 2.300 -3.030 -0.293  -0.196
C 2.233 -3.573 0.984  -0.018
C 1.063 -4.202 1.377  -0.154
N -0.004 -4.310 0.603  0.044
C 0.064 -3.799 -0.616  -0.159
C 1.182 -3.151 -1.112  -0.010
H 1.188 -2.732 -2.107  0.112
H -0.830 -3.911 -1.216  0.104
H 0.967 -4.634 2.365  0.104
H 3.071 -3.497 1.660  0.113
H 3.623 -2.285 -1.819  0.126
H 4.396 -2.521 -0.221  0.125
H 2.637 3.069 0.302  0.131
H 3.373 1.609 0.960  0.109
H 4.787 1.379 -1.052  0.132